Entry 1:
Here is a cluster of 4 separate species, C26H48BFNO13P3 in total at a distorted geometry from the OMol25 dataset. Energies are from ωB97M-V/def2-TZVPD.

Computed properties:
DFT total energy (Ha): -3201.06681
SMILES: Oc1ccccc1CNCCCB(F)Cc1ccccc1.COP(=O)(OC)OC.COP(=O)(OC)OC.COP(=O)(OC)OC
LUMO energy (eV): -2.1
HOMO-LUMO gap (hartree): 0.23669

Last column: Mulliken charge in e.
Atoms and positions in Å:
O (-0.9843, 0.2205, -2.8962)  -0.514
C (0.3516, 0.4779, -2.5818)  0.771
C (0.6643, 1.7707, -2.1173)  -0.470
C (1.9615, 2.1561, -1.8119)  -0.515
C (3.0010, 1.1626, -1.9992)  -0.716
C (2.6570, -0.1066, -2.4250)  -0.680
C (1.3337, -0.4999, -2.7262)  0.548
C (1.1506, -1.9521, -3.1800)  -0.941
N (-0.2192, -2.4685, -3.1519)  -0.276
C (-0.7626, -2.5751, -1.7887)  -0.366
C (-0.3382, -3.8325, -0.9806)  -0.920
C (0.9119, -3.6360, -0.0735)  -0.431
B (0.7418, -2.5638, 1.0678)  0.536
F (-0.4144, -1.8701, 1.2311)  -0.216
C (1.9169, -2.1787, 2.0919)  -1.057
C (3.2590, -2.2879, 1.3489)  0.588
C (3.8979, -3.5371, 1.2662)  -0.254
C (5.0999, -3.7153, 0.5855)  -0.650
C (5.6806, -2.6032, -0.0500)  -0.545
C (5.0579, -1.3624, 0.0570)  -0.745
C (3.8563, -1.1740, 0.7507)  -0.068
H (-1.4099, 0.0406, -2.0457)  0.274
H (-0.1676, 2.4738, -2.0026)  0.398
H (2.1598, 3.1746, -1.4710)  0.470
H (4.0565, 1.3724, -1.8110)  0.360
H (3.4565, -0.8447, -2.5572)  0.389
H (1.4785, -1.9908, -4.2389)  0.450
H (1.8799, -2.5850, -2.6296)  0.288
H (-0.1634, -3.4156, -3.5216)  0.337
H (-1.8638, -2.6389, -1.9075)  0.201
H (-0.5967, -1.6365, -1.2350)  0.067
H (-1.2133, -4.1268, -0.3683)  0.366
H (-0.1902, -4.6805, -1.6775)  0.363
H (1.8003, -3.4771, -0.7031)  0.168
H (1.0874, -4.6083, 0.4409)  0.353
H (1.7821, -1.1382, 2.4319)  0.140
H (1.8892, -2.8439, 2.9733)  0.433
H (3.4127, -4.3941, 1.7464)  0.329
H (5.5496, -4.7089, 0.5278)  0.389
H (6.6111, -2.7373, -0.6093)  0.393
H (5.5494, -0.5141, -0.4334)  0.422
H (3.4081, -0.1766, 0.8130)  0.319
C (-2.8283, -2.3437, 2.5827)  -0.589
O (-4.2542, -2.3713, 2.6138)  -0.483
P (-5.0477, -1.0313, 3.2111)  1.313
O (-4.6494, -0.0374, 2.1783)  -0.639
O (-4.0802, -0.9501, 4.5470)  -0.369
C (-4.1074, -2.0155, 5.4997)  -0.844
O (-6.2231, -0.0848, 3.9484)  -0.347
C (-6.9664, -0.6243, 5.0543)  -0.630
H (-2.5072, -2.7835, 1.6425)  0.137
H (-2.4276, -1.3371, 2.6619)  0.462
H (-2.4400, -2.9548, 3.4013)  0.174
H (-3.0877, -2.3671, 5.6608)  0.287
H (-4.7209, -2.8529, 5.1610)  0.410
H (-4.4991, -1.6429, 6.4467)  0.284
H (-6.4286, -0.4413, 5.9857)  0.218
H (-7.1481, -1.6919, 4.9328)  0.322
H (-7.9246, -0.1103, 5.1045)  0.262
C (1.9193, 2.7609, 2.5267)  -0.413
O (2.8146, 3.8783, 2.5874)  -0.500
P (4.4482, 3.5008, 2.6196)  1.125
O (4.4415, 2.9035, 1.2639)  -0.469
O (4.2187, 2.3690, 3.8033)  -0.258
C (3.8450, 2.7921, 5.1171)  -0.899
O (6.1092, 3.4293, 2.8723)  -0.334
C (6.6552, 3.9391, 4.1000)  -0.650
H (1.1298, 3.0003, 1.8150)  0.310
H (2.4133, 1.8441, 2.2146)  0.069
H (1.4602, 2.6191, 3.5070)  0.274
H (2.9474, 2.2501, 5.4172)  0.272
H (3.6417, 3.8642, 5.1604)  0.413
H (4.6460, 2.5497, 5.8159)  0.298
H (6.6431, 3.1585, 4.8620)  0.209
H (6.1053, 4.8115, 4.4518)  0.333
H (7.6893, 4.2270, 3.9199)  0.267
C (-4.7392, 1.5049, -7.9869)  -0.617
O (-5.4033, 1.8578, -6.7793)  -0.470
P (-4.8620, 3.2083, -5.9558)  1.268
O (-5.1971, 4.2500, -6.9641)  -0.652
O (-3.2868, 2.7407, -6.0543)  -0.397
C (-2.8666, 1.5430, -5.3851)  -0.618
O (-4.5187, 4.2622, -4.6932)  -0.359
C (-4.1437, 3.7228, -3.4137)  -0.591
H (-5.5000, 1.2036, -8.7061)  0.261
H (-4.1601, 2.3281, -8.3997)  0.339
H (-4.0806, 0.6540, -7.8013)  0.223
H (-2.3604, 0.8988, -6.1042)  0.366
H (-3.7103, 1.0004, -4.9536)  0.389
H (-2.1629, 1.7985, -4.5951)  0.061
H (-3.0664, 3.5526, -3.3858)  0.172
H (-4.6722, 2.7945, -3.1991)  0.312
H (-4.3963, 4.4539, -2.6478)  0.309

Entry 2:
Here is a structure of composition C26H48BiO2P2 at a distorted geometry from the OMol25 dataset. Energies are from ωB97M-V/def2-TZVPD.

Computed properties:
Charge: +1
DFT total energy (Ha): -2066.87909
LUMO energy (alpha / beta) (eV): -5.5 / -5.4
Energy relative to the best compared isomer or geometry (same formula, charge and spin) (kcal per mole): 0.00
HOMO-LUMO gap (alpha / beta) (hartree): 0.14305 / 0.14693

Last column: Mulliken charge in e.
Atoms and positions in Å:
Bi (0.9779, -0.5097, -0.4161)  -0.428
C (-1.4782, -1.6962, 2.4986)  0.592
C (-0.0925, -1.9975, 2.5044)  0.895
C (-0.3716, 0.0999, 3.4102)  1.038
C (-1.6517, -0.4170, 3.0861)  0.896
C (0.6020, -0.8735, 3.0456)  0.239
C (-2.5519, -2.5665, 1.9675)  -1.637
H (-2.1688, -3.2408, 1.1889)  0.332
H (-3.3662, -1.9699, 1.5326)  0.289
H (-2.9895, -3.1949, 2.7602)  0.349
C (-2.9317, 0.2776, 3.3150)  -1.511
H (-3.7793, -0.3785, 3.0868)  0.453
H (-3.0102, 1.1735, 2.6838)  0.107
H (-3.0193, 0.6018, 4.3610)  0.368
C (-0.0833, 1.4041, 4.0268)  -1.838
H (0.0692, 1.3068, 5.1132)  0.376
H (-0.9139, 2.1001, 3.8633)  0.381
H (0.8257, 1.8540, 3.6089)  0.321
C (2.0642, -0.7296, 3.1856)  -0.984
H (2.4416, -1.2985, 4.0526)  0.355
H (2.3509, 0.3217, 3.3265)  0.277
H (2.6043, -1.1057, 2.2999)  0.022
C (0.4972, -3.2719, 2.0306)  -1.192
H (0.1318, -4.1186, 2.6302)  0.476
H (1.5869, -3.2617, 2.1055)  0.450
H (0.2181, -3.4830, 0.9883)  0.029
C (0.5347, -1.0635, -2.6543)  0.550
C (0.1683, -2.1765, -1.7886)  0.128
C (1.0005, -3.4466, -1.7591)  -1.263
C (2.3082, -3.3956, -0.9182)  -1.686
C (2.7137, -2.0404, -0.3919)  -0.022
C (3.1113, -0.9791, -1.3062)  -0.232
C (3.1260, -1.2234, -2.7970)  -1.401
C (1.7581, -1.1287, -3.5309)  -1.173
H (1.2536, -3.7480, -2.7881)  0.419
H (3.1351, -3.7987, -1.5182)  0.642
H (0.3771, -4.2517, -1.3477)  0.500
H (1.6699, -1.9855, -4.2208)  0.405
H (-0.3078, -0.4658, -3.0377)  -0.190
H (-0.8965, -2.3162, -1.5643)  0.323
H (1.7802, -0.2354, -4.1826)  0.424
H (3.8061, -0.4915, -3.2661)  0.526
H (3.8279, -0.2408, -0.9483)  0.753
H (3.5652, -2.2147, -3.0089)  0.356
H (2.1929, -4.0849, -0.0647)  0.358
H (3.1511, -2.0239, 0.6100)  0.857
P (-2.6956, 0.2788, -1.8464)  1.130
C (-4.0925, 0.6361, -0.7171)  -1.031
H (-5.0365, 0.5983, -1.2748)  0.475
H (-3.9495, 1.6299, -0.2755)  0.251
H (-4.0898, -0.1035, 0.0951)  0.047
C (-2.9465, 1.5196, -3.1649)  -1.424
H (-3.9913, 1.4889, -3.4968)  0.418
H (-2.2628, 1.2960, -3.9937)  0.395
H (-2.6811, 2.5006, -2.7514)  0.285
C (-3.2878, -1.2495, -2.6676)  -1.372
H (-2.4961, -1.6238, -3.3315)  0.345
H (-4.1977, -1.0257, -3.2396)  0.464
H (-3.4856, -2.0140, -1.9039)  0.321
P (1.9927, 2.4764, -0.6624)  1.011
C (3.4346, 2.2141, 0.4362)  -1.255
H (4.3520, 2.6045, -0.0180)  0.389
H (3.5616, 1.1450, 0.6487)  0.162
H (3.2429, 2.7205, 1.3908)  0.414
C (2.7278, 2.6340, -2.3296)  -1.401
H (3.2623, 1.7202, -2.6210)  0.239
H (3.4060, 3.4965, -2.3606)  0.490
H (1.9054, 2.7870, -3.0435)  0.296
C (1.5311, 4.1923, -0.2622)  -1.314
H (2.2555, 4.9022, -0.6800)  0.504
H (1.4831, 4.3023, 0.8278)  0.303
H (0.5317, 4.3830, -0.6721)  0.283
C (-2.1076, 3.6777, 1.2801)  -1.480
C (-1.4445, 2.7006, 0.3299)  0.145
O (-1.3460, 3.0286, -0.8898)  -0.685
O (-1.0088, 1.6042, 0.8369)  0.755
H (-2.5263, 4.5307, 0.7357)  0.364
H (-1.3660, 4.0500, 2.0043)  0.274
H (-2.9122, 3.1836, 1.8446)  0.273